# 1
Below is a structure of composition C2H5NOS, with properties calculated with ωB97M-V/def2-TZVPD.

Positions of all 10 atoms, in Å:
O (-1.7902, 0.5211, -0.6564)
S (1.9727, 0.8825, -0.2348)
H (-0.0799, -1.8680, -0.3133)
H (-1.6812, -1.0933, 0.7407)
H (0.3550, -1.1936, 1.4679)
H (1.5475, 1.0098, 1.2418)
H (0.3663, 1.6889, -1.3385)
C (-0.4985, -1.0351, 0.4319)
N (0.4621, 0.8585, -0.9017)
C (-0.6537, 0.2292, -0.4375)

Calculated values
**Charge**: 0
**Highest occupied orbital energy**: -9.48 eV
**ΔE to the lowest compared entry with this formula, charge and spin**: 2.800 eV

---

# 2
Below is a cluster of 2 separate species, C2H5NP2 in total, with properties calculated with ωB97M-V/def2-TZVPD.

Positions of all 10 atoms, in Å:
C (-4.2372, 0.1162, -0.6079)
H (1.6432, -0.6637, -1.6159)
H (-2.2641, -0.5230, -1.8668)
P (-0.1673, -1.6428, 0.8411)
H (-4.9328, 0.2704, 0.3108)
N (1.1472, -1.1094, 0.2769)
H (1.2776, 0.7507, -0.5934)
C (1.7487, -0.2474, -0.6045)
P (-2.6931, -0.4015, -0.4590)
H (2.8000, -0.2365, -0.4431)

Calculated values
**Charge**: 0
**Highest occupied orbital energy (alpha / beta)**: -6.86 / -6.86 eV
**ΔE to the lowest compared entry with this formula, charge and spin**: 4.807 eV

---

# 3
Below is the molecule C2H5NP2, with properties calculated with ωB97M-V/def2-TZVPD.

Positions of all 10 atoms, in Å:
C (-0.0296, 1.3095, 0.5004)
H (-0.4614, -1.9778, -1.0386)
H (1.2755, -1.8235, -0.0470)
C (0.2122, -1.4900, -0.3183)
N (-0.8927, 0.4479, 1.2131)
P (-0.9671, -1.0789, 1.1130)
H (-0.4056, 2.1607, 0.0949)
H (0.7396, 1.4127, 1.2051)
H (-0.3099, 0.6600, -1.7607)
P (0.8390, 0.3795, -0.9620)

Calculated values
**Structure (SMILES)**: C1N=PCP1
**Charge**: 0
**Highest occupied orbital energy**: -9.05 eV
**ΔE to the lowest compared entry with this formula, charge and spin**: 1.017 eV

---

# 4
Below is the molecule C2H5NS, with properties calculated with ωB97M-V/def2-TZVPD.

Positions of all 9 atoms, in Å:
H (-0.1309, -1.5318, -0.5254)
H (-1.4396, 1.2668, 0.0713)
C (-0.8092, 0.5956, -0.2742)
H (-0.6858, 0.7557, -1.3802)
H (2.7855, 0.2273, 0.6368)
H (-1.1404, -1.2552, 1.0852)
C (-0.6828, -0.8492, 0.1659)
S (1.7833, 0.3551, -0.3227)
N (0.3199, 0.4357, 0.5432)

Calculated values
**Structure (SMILES)**: SN1CC1
**Charge**: 0
**Highest occupied orbital energy**: -8.51 eV
**ΔE to the lowest compared entry with this formula, charge and spin**: 2.693 eV

---

# 5
Below is a cluster of 2 separate species, C2H5O in total, with properties calculated with ωB97M-V/def2-TZVPD.

Positions of all 8 atoms, in Å:
H (0.5672, 0.3793, 0.3042)
H (1.0106, -0.4938, -1.8110)
H (-0.2414, 0.9400, 1.8570)
C (-0.3851, 0.5528, 0.8420)
H (-1.5856, -0.5662, -0.4176)
O (1.7635, -0.3461, -1.2210)
H (-2.1959, -0.4087, 1.3279)
C (-1.5118, -0.0863, 0.5500)

Calculated values
**Charge**: -1
**Highest occupied orbital energy**: -2.24 eV
**ΔE to the lowest compared entry with this formula, charge and spin**: 1.072 eV

---

# 6
Below is a cluster of 2 separate species, C2H5O in total, with properties calculated with ωB97M-V/def2-TZVPD.

Positions of all 8 atoms, in Å:
O (-0.3393, 0.1694, -0.4708)
H (0.1707, -0.1877, 1.4494)
H (2.2633, 0.3890, -0.7499)
H (-8.2547, -1.5475, -0.4775)
H (2.5754, -0.2276, 0.9651)
H (-8.4297, -1.4334, -1.2236)
C (0.5063, 0.1220, 0.4418)
C (1.8828, 0.1349, 0.2158)

Calculated values
**Charge**: 0
**Multiplicity**: 2
**Highest occupied orbital energy (alpha / beta)**: -10.03 / -10.07 eV
**ΔE to the lowest compared entry with this formula, charge and spin**: 0.646 eV
**Expectation value of S²**: 0.773

---

Repeat the second record exactly.
Below is a cluster of 2 separate species, C2H5NP2 in total, with properties calculated with ωB97M-V/def2-TZVPD.

Positions of all 10 atoms, in Å:
C (-4.2372, 0.1162, -0.6079)
H (1.6432, -0.6637, -1.6159)
H (-2.2641, -0.5230, -1.8668)
P (-0.1673, -1.6428, 0.8411)
H (-4.9328, 0.2704, 0.3108)
N (1.1472, -1.1094, 0.2769)
H (1.2776, 0.7507, -0.5934)
C (1.7487, -0.2474, -0.6045)
P (-2.6931, -0.4015, -0.4590)
H (2.8000, -0.2365, -0.4431)

Calculated values
**Charge**: 0
**Highest occupied orbital energy (alpha / beta)**: -6.86 / -6.86 eV
**ΔE to the lowest compared entry with this formula, charge and spin**: 4.807 eV